No. 1
This record from the Open Molecules 2025 dataset describes C2H5P as an isolated structure in a non-equilibrium geometry. The level of theory is the ωB97M-V functional and the def2-TZVPD basis.

Results
molecular weight = 60.0 g/mol
Kohn-Sham gap = 0.2948 Eh
ΔE to the lowest compared entry with this formula, charge and spin = 456.52 kJ/mol
HOMO energy = -8.71 eV

```
! RIJCOSX wB97M-V def2-TZVPD def2/J DEFGRID3
* xyz 0 1
C -1.823 -0.846 0.093
C -0.118 1.731 -0.341
P -1.293 0.631 0.096
H -2.662 -1.122 0.693
H 0.220 -3.096 0.519
H 0.563 2.035 0.387
H 0.717 -3.736 0.582
H -0.436 2.361 -1.121
*
```

No. 2
This record from the Open Molecules 2025 dataset describes CH3Br2P as an isolated structure in a non-equilibrium geometry. The level of theory is the ωB97M-V functional and the def2-TZVPD basis.

Results
molecular weight = 205.8 g/mol
Kohn-Sham gap = 0.3137 Eh
ΔE to the lowest compared entry with this formula, charge and spin = 293.98 kJ/mol
HOMO energy = -8.74 eV

```
! RIJCOSX wB97M-V def2-TZVPD def2/J DEFGRID3
* xyz 0 1
C -0.496 2.147 -0.454
P -1.932 1.173 1.255
Br 1.224 2.501 0.096
Br -3.127 0.479 -0.450
H -1.230 3.051 -0.572
H -0.647 1.263 -1.050
H -1.353 -0.004 1.218
*
```

No. 3
This record from the Open Molecules 2025 dataset describes a 3-piece molecular cluster, C25H59F3N10O3P3S overall in a non-equilibrium geometry. The level of theory is the ωB97M-V functional and the def2-TZVPD basis.

Results
molecular weight = 729.8 g/mol
Kohn-Sham gap = 0.2252 Eh
HOMO energy = -10.00 eV

```
! RIJCOSX wB97M-V def2-TZVPD def2/J DEFGRID3
* xyz 1 1
C -0.924 2.365 -6.004
C -0.199 3.482 -5.046
N 0.176 2.993 -3.663
C -0.580 1.747 -3.254
C -0.342 1.566 -1.609
N 0.469 0.330 -1.261
C 1.286 0.691 -0.004
C 0.124 0.648 1.179
P 0.657 0.598 3.013
S -0.791 1.132 4.260
N -0.771 -0.522 0.828
C -0.482 -0.723 -0.666
N -1.095 -1.803 -1.254
C -0.857 -2.144 -2.736
C 0.504 -3.054 -2.796
C 1.498 -2.742 -4.061
F 2.679 -3.663 -4.240
C 1.370 -1.633 -5.044
F 0.185 -1.388 -5.926
F 2.519 -0.667 -5.207
C 1.679 2.835 -3.531
C 2.497 3.455 -2.213
O 2.476 2.239 -4.456
H -0.387 1.324 -6.041
H -2.059 2.303 -5.652
H -0.980 2.757 -7.130
H 0.755 3.880 -5.639
H -0.915 4.417 -4.944
H -0.126 0.826 -3.818
H -1.742 1.802 -3.393
H -1.411 1.403 -1.105
H 0.073 2.566 -1.157
H 1.677 1.793 0.101
H 2.066 -0.180 0.222
H -0.646 1.559 1.179
H 1.738 1.542 3.265
H 1.105 -0.694 3.472
H -1.776 -0.452 1.102
H -1.732 -2.379 -0.633
H -1.752 -2.843 -3.050
H -0.859 -1.198 -3.425
H 0.197 -4.201 -2.887
H 1.136 -2.929 -1.804
H 2.920 2.526 -1.605
H 3.394 4.144 -2.516
H 1.757 4.011 -1.473
O -5.116 -2.169 -0.849
P -6.245 -1.140 -1.103
N -5.257 0.188 -0.687
C -4.715 0.402 0.641
C -4.200 0.438 -1.675
N -7.214 -1.703 0.183
C -7.338 -1.095 1.493
C -7.310 -3.160 0.318
N -7.543 0.043 -1.395
C -7.557 1.466 -1.110
C -8.864 -0.472 -1.735
H -4.084 1.298 0.678
H -4.129 -0.447 0.999
H -5.507 0.620 1.359
H -4.621 0.444 -2.689
H -3.416 -0.326 -1.636
H -3.735 1.421 -1.531
H -6.442 -1.252 2.101
H -8.186 -1.517 2.043
H -7.553 -0.028 1.425
H -6.450 -3.566 0.866
H -7.348 -3.638 -0.666
H -8.224 -3.454 0.843
H -7.526 1.668 -0.035
H -8.459 1.954 -1.499
H -6.725 1.985 -1.596
H -9.528 -0.459 -0.866
H -8.801 -1.503 -2.104
H -9.326 0.114 -2.538
O 3.854 -0.169 3.456
P 5.159 -0.935 3.787
N 5.492 0.034 5.152
C 5.785 1.453 5.078
C 4.550 -0.198 6.254
N 5.962 -0.424 2.372
C 6.942 0.639 2.278
C 5.165 -0.453 1.141
N 6.658 -1.815 4.168
C 7.673 -1.497 5.156
C 7.089 -2.852 3.239
H 5.937 1.884 6.075
H 4.998 2.020 4.576
H 6.735 1.634 4.576
H 4.439 -1.275 6.438
H 3.559 0.216 6.039
H 4.912 0.237 7.195
H 6.480 1.627 2.370
H 7.463 0.610 1.314
H 7.729 0.531 3.024
H 4.548 0.449 1.045
H 4.504 -1.326 1.129
H 5.801 -0.533 0.253
H 8.202 -0.569 4.915
H 8.433 -2.284 5.232
H 7.249 -1.416 6.161
H 7.885 -2.488 2.582
H 6.255 -3.189 2.611
H 7.452 -3.739 3.771
*
```

No. 4
This record from the Open Molecules 2025 dataset describes a 5-piece molecular cluster, H10O5 overall in a non-equilibrium geometry. The level of theory is the ωB97M-V functional and the def2-TZVPD basis.

Results
molecular weight = 90.1 g/mol
Kohn-Sham gap = 0.4093 Eh
ΔE to the lowest compared entry with this formula, charge and spin = 132.76 kJ/mol
SMILES = O.O.O.O.O
HOMO energy = -10.98 eV

```
! RIJCOSX wB97M-V def2-TZVPD def2/J DEFGRID3
* xyz 0 1
O 0.232 1.927 -0.561
H 0.483 2.478 -1.274
H -0.480 1.383 -1.006
O 0.061 -0.105 2.557
H -0.510 -0.722 3.010
H -0.261 0.786 2.578
O 1.086 -2.180 -2.317
H 1.641 -1.833 -1.675
H 0.315 -1.616 -2.204
O -2.114 0.299 -0.196
H -1.763 0.265 0.706
H -1.517 -0.164 -0.770
O 0.987 -0.510 0.132
H 0.610 -0.405 0.984
H 1.231 0.397 0.037
*
```

No. 5
This record from the Open Molecules 2025 dataset describes C26H52O52S13 as an isolated structure in a non-equilibrium geometry. The level of theory is the ωB97M-V functional and the def2-TZVPD basis.

Results
molecular weight = 1613.5 g/mol
Kohn-Sham gap = 0.3913 Eh
ΔE to the lowest compared entry with this formula, charge and spin = 211.03 kJ/mol
HOMO energy = -10.91 eV

```
! RIJCOSX wB97M-V def2-TZVPD def2/J DEFGRID3
* xyz 0 1
C -3.048 1.313 -3.944
C -2.049 2.438 -3.593
O -2.654 3.201 -2.484
S -4.191 2.958 -2.405
O -4.869 3.887 -3.214
O -4.545 3.031 -1.036
O -4.185 1.446 -2.956
H -2.600 0.356 -3.748
H -3.497 1.409 -4.923
H -2.057 3.219 -4.343
H -1.081 2.218 -3.255
C -1.555 -3.641 -6.244
C -2.424 -4.844 -6.562
O -3.075 -5.089 -5.329
S -3.127 -3.849 -4.290
O -2.229 -4.077 -3.233
O -4.402 -3.335 -3.992
O -2.397 -2.825 -5.282
H -1.404 -3.075 -7.099
H -0.745 -4.050 -5.729
H -1.816 -5.715 -6.799
H -3.169 -4.546 -7.275
C 4.506 -5.822 -1.293
C 4.231 -4.486 -1.951
O 3.376 -3.878 -0.999
S 3.832 -4.327 0.491
O 2.665 -4.753 1.250
O 4.650 -3.308 1.037
O 4.744 -5.462 0.085
H 5.328 -6.388 -1.742
H 3.580 -6.380 -1.269
H 3.699 -4.599 -2.893
H 5.169 -3.859 -2.080
C 1.953 -1.436 -2.755
C 0.488 -1.931 -2.913
O 0.545 -2.675 -4.123
S 1.875 -2.603 -4.889
O 1.757 -2.143 -6.235
O 2.653 -3.783 -4.630
O 2.461 -1.341 -4.087
H 2.560 -2.027 -2.107
H 1.819 -0.402 -2.431
H -0.253 -1.060 -3.027
H 0.208 -2.504 -2.018
C -2.332 -1.876 7.894
C -1.621 -0.518 7.811
O -1.492 -0.284 6.353
S -2.782 -0.739 5.714
O -2.527 -1.041 4.356
O -3.920 0.004 6.135
O -2.839 -2.116 6.578
H -3.128 -1.694 8.690
H -1.556 -2.634 8.151
H -0.658 -0.504 8.218
H -2.202 0.280 8.226
C 0.991 -4.253 3.624
C 0.390 -2.829 3.418
O 0.409 -2.153 4.688
S 1.014 -3.125 5.795
O 0.234 -3.217 6.966
O 2.432 -2.839 5.835
O 0.736 -4.518 5.040
H 2.058 -4.173 3.528
H 0.407 -5.014 3.122
H -0.673 -2.831 3.140
H 1.050 -2.194 2.789
C 2.533 4.286 5.081
C 0.969 4.087 4.742
O 0.825 2.696 4.611
S 1.901 1.864 5.431
O 2.344 0.836 4.551
O 1.410 1.569 6.803
O 3.011 3.004 5.482
H 2.569 5.093 5.843
H 3.127 4.620 4.248
H 0.709 4.508 3.792
H 0.464 4.441 5.652
C 1.164 0.520 1.506
C -0.028 0.684 2.456
O -1.210 0.326 1.623
S -0.823 -0.298 0.218
O -0.895 0.764 -0.773
O -1.356 -1.550 -0.118
O 0.654 -0.608 0.658
H 1.991 0.167 2.037
H 1.387 1.389 0.910
H -0.264 1.703 2.828
H -0.037 0.003 3.367
C 6.772 1.139 -0.653
C 5.478 1.792 -1.166
O 4.645 0.698 -1.588
S 5.697 -0.291 -2.387
O 5.967 0.298 -3.671
O 5.249 -1.608 -2.372
O 7.032 -0.094 -1.524
H 6.653 0.714 0.369
H 7.695 1.756 -0.635
H 5.716 2.310 -2.135
H 4.893 2.306 -0.393
C 2.991 1.600 -5.247
C 2.899 0.833 -6.585
O 1.401 0.742 -6.780
S 0.510 1.345 -5.662
O -0.517 0.479 -5.257
O 0.161 2.695 -5.857
O 1.740 1.345 -4.539
H 3.057 2.666 -5.344
H 3.809 1.259 -4.620
H 3.246 -0.199 -6.619
H 3.365 1.442 -7.439
C -3.902 2.315 3.357
C -4.288 3.273 2.298
O -3.874 4.533 2.829
S -2.535 4.432 3.573
O -2.538 5.414 4.593
O -1.431 4.490 2.701
O -2.786 3.024 4.069
H -3.497 1.400 2.956
H -4.582 1.998 4.074
H -5.347 3.318 2.109
H -3.715 3.015 1.401
C -5.603 -1.028 -0.664
C -4.527 -0.525 0.251
O -5.233 -0.334 1.471
S -6.710 0.269 1.177
O -6.658 1.710 1.148
O -7.602 -0.423 2.008
O -6.722 -0.190 -0.327
H -5.904 -2.045 -0.510
H -5.407 -0.891 -1.739
H -4.087 0.404 -0.074
H -3.733 -1.194 0.492
C -0.496 4.240 -0.663
C 0.529 4.867 0.289
O 1.869 4.687 -0.311
S 1.727 3.773 -1.597
O 1.547 2.403 -1.195
O 2.582 4.122 -2.703
O 0.242 4.315 -1.929
H -1.343 4.852 -0.858
H -0.671 3.193 -0.421
H 0.684 4.340 1.215
H 0.387 5.920 0.381
*
```

No. 6
This record from the Open Molecules 2025 dataset describes a 12-piece molecular cluster, C57H72N14S overall in a non-equilibrium geometry. The level of theory is the ωB97M-V functional and the def2-TZVPD basis.

Results
molecular weight = 985.4 g/mol
Kohn-Sham gap = 0.2516 Eh
SMILES = NCCc1ccc(CCCS)c2nccnc12.c1cc[nH]c1.c1cc[nH]c1.c1cc[nH]c1.c1cc[nH]c1.c1cc[nH]c1.c1cc[nH]c1.c1cc[nH]c1.c1cc[nH]c1.c1cc[nH]c1.c1cc[nH]c1.c1cc[nH]c1
HOMO energy = -8.17 eV

```
! RIJCOSX wB97M-V def2-TZVPD def2/J DEFGRID3
* xyz 0 1
N 4.593 0.123 0.901
C 3.235 -0.070 0.368
C 2.858 1.015 -0.729
C 1.515 1.642 -0.311
C 0.468 1.469 -1.151
C -0.862 2.009 -0.772
C -0.968 2.658 0.412
C -2.373 3.168 0.817
C -3.418 2.021 0.639
C -3.008 0.685 1.273
S -4.252 -0.616 0.891
C 0.151 2.881 1.295
N -0.113 3.554 2.455
C 1.026 3.687 3.176
C 2.284 3.164 2.799
N 2.506 2.484 1.697
C 1.406 2.364 0.926
H 5.214 0.132 0.097
H 4.598 1.031 1.356
H 2.522 -0.011 1.200
H 3.135 -1.091 -0.035
H 2.705 0.449 -1.661
H 3.636 1.779 -0.829
H 0.583 0.931 -2.094
H -1.736 1.884 -1.412
H -2.393 3.524 1.852
H -2.613 4.012 0.152
H -4.338 2.349 1.154
H -3.661 1.948 -0.430
H -2.065 0.273 0.893
H -2.899 0.766 2.366
H -5.452 -0.089 1.226
H 0.969 4.200 4.140
H 3.123 3.312 3.486
C 3.071 -1.098 -6.049
C 1.966 -0.292 -6.435
C 1.055 -0.334 -5.415
N 1.562 -1.139 -4.430
C 2.793 -1.604 -4.807
H 3.967 -1.285 -6.618
H 1.855 0.257 -7.356
H 0.092 0.136 -5.305
H 1.103 -1.354 -3.564
H 3.363 -2.252 -4.163
C -1.150 2.802 7.821
C -2.310 2.038 7.529
C -2.590 2.214 6.199
N -1.647 3.059 5.674
C -0.769 3.413 6.658
H -0.654 2.890 8.773
H -2.874 1.429 8.217
H -3.377 1.813 5.580
H -1.597 3.377 4.720
H 0.054 4.075 6.445
C 2.585 -1.435 4.338
C 1.461 -1.980 5.017
C 0.441 -1.070 4.916
N 0.905 0.004 4.207
C 2.210 -0.213 3.848
H 3.556 -1.888 4.223
H 1.407 -2.931 5.520
H -0.570 -1.094 5.287
H 0.370 0.826 3.985
H 2.754 0.519 3.278
C -5.715 -1.772 8.720
C -4.491 -2.190 9.305
C -3.482 -1.800 8.465
N -4.049 -1.166 7.393
C -5.410 -1.141 7.544
H -6.706 -1.917 9.117
H -4.365 -2.717 10.237
H -2.414 -1.918 8.536
H -3.544 -0.778 6.617
H -6.040 -0.678 6.802
C 3.419 -5.331 6.741
C 4.254 -6.178 7.519
C 5.098 -5.372 8.235
N 4.809 -4.072 7.917
C 3.784 -4.039 7.011
H 2.640 -5.637 6.062
H 4.236 -7.255 7.549
H 5.877 -5.609 8.939
H 5.276 -3.267 8.291
H 3.406 -3.102 6.638
C -0.894 5.508 -4.860
C -0.126 6.418 -4.087
C 0.511 5.689 -3.118
N 0.154 4.376 -3.268
C -0.696 4.259 -4.334
H -1.519 5.741 -5.706
H -0.050 7.484 -4.228
H 1.185 5.991 -2.333
H 0.461 3.616 -2.691
H -1.088 3.299 -4.625
C 5.652 -5.382 -1.609
C 4.527 -5.956 -0.959
C 3.491 -5.068 -1.075
N 3.947 -3.978 -1.765
C 5.263 -4.165 -2.098
H 6.634 -5.814 -1.706
H 4.484 -6.912 -0.464
H 2.472 -5.116 -0.727
H 3.402 -3.168 -1.992
H 5.805 -3.416 -2.651
C -4.565 8.674 -6.355
C -3.799 9.587 -5.581
C -3.152 8.860 -4.617
N -3.498 7.546 -4.773
C -4.357 7.424 -5.835
H -5.194 8.909 -7.197
H -3.730 10.653 -5.718
H -2.476 9.164 -3.835
H -3.172 6.787 -4.198
H -4.744 6.462 -6.125
C 3.968 -11.481 -1.005
C 2.653 -11.713 -1.489
C 1.939 -10.561 -1.298
N 2.768 -9.642 -0.714
C 4.009 -10.195 -0.538
H 4.789 -12.178 -1.003
H 2.275 -12.623 -1.927
H 0.915 -10.316 -1.525
H 2.507 -8.708 -0.457
H 4.809 -9.626 -0.095
C -5.385 4.607 -2.838
C -6.492 4.017 -2.170
C -7.542 4.889 -2.275
N -7.112 5.983 -2.977
C -5.802 5.818 -3.328
H -4.396 4.190 -2.948
H -6.514 3.062 -1.670
H -8.554 4.827 -1.913
H -7.673 6.785 -3.201
H -5.280 6.572 -3.892
C -0.066 -2.431 -9.110
C -0.267 -3.219 -10.276
C 0.886 -3.925 -10.494
N 1.776 -3.591 -9.509
C 1.202 -2.685 -8.659
H -0.772 -1.756 -8.655
H -1.156 -3.262 -10.883
H 1.149 -4.632 -11.262
H 2.706 -3.956 -9.422
H 1.742 -2.302 -7.813
*
```

No. 7
This record from the Open Molecules 2025 dataset describes an isolated molecule of C4H4FNO in a non-equilibrium geometry. The level of theory is the ωB97M-V functional and the def2-TZVPD basis.

Results
molecular weight = 101.1 g/mol
Kohn-Sham gap = 0.3844 Eh
ΔE to the lowest compared entry with this formula, charge and spin = 353.50 kJ/mol
SMILES = FCc1ccon1
HOMO energy = -9.57 eV

```
! RIJCOSX wB97M-V def2-TZVPD def2/J DEFGRID3
* xyz 0 1
F -2.091 0.537 -0.190
C -1.556 -0.752 0.035
C -0.057 -0.556 0.030
C 0.319 0.910 0.084
C 1.772 0.869 0.058
O 2.188 -0.399 -0.184
N 1.095 -1.229 0.019
H -2.139 -1.185 0.992
H -1.666 -1.396 -0.864
H -0.561 1.748 0.169
H 2.695 1.454 -0.148
*
```